[1]
The following is a quantum chemistry calculation of 8 unconnected molecules or ions with the total composition C25H61F3O23S7 at a distorted geometry, from the OMol25 dataset.

Each line ends with the Mulliken charge.
Atoms and positions in Å:
C1 11.161281 6.705732 -6.278028  -1.16
C2 11.726351 7.294783 -4.960444  -0.17
O1 11.095941 6.758013 -3.807959  -0.30
C3 11.666816 5.809242 -3.061923  0.37
O2 12.858696 5.494206 -3.156145  -0.55
C4 10.737095 5.029150 -2.139261  0.90
F1 10.965727 3.751948 -2.408454  -0.24
F2 11.202040 5.320617 -0.956365  -0.22
F3 9.416883 5.367753 -2.335896  -0.23
H1 10.073864 6.775877 -6.251600  0.32
H2 11.335049 5.638525 -6.415756  0.32
H3 11.532493 7.185112 -7.183849  0.38
H4 11.403265 8.312096 -5.181331  0.23
H5 12.813943 7.242070 -4.910830  0.35
C5 6.968647 -3.016101 0.242533  -1.00
C6 7.383861 -2.223188 1.434237  -0.37
O3 7.612574 -3.180144 2.443934  -0.31
S1 6.561266 -3.276493 3.705286  1.10
C7 7.320090 -1.880469 4.666536  -0.84
O4 5.279818 -2.883427 3.162687  -0.56
O5 6.707446 -4.520973 4.511298  -0.59
H6 7.828526 -3.285853 -0.370618  0.32
H7 6.214219 -2.461030 -0.314983  0.29
H8 6.521476 -3.954189 0.571352  0.28
H9 8.373380 -1.769613 1.377391  0.38
H10 6.688462 -1.423993 1.690796  0.38
H11 6.586031 -1.385278 5.302195  0.34
H12 7.587402 -1.153038 3.900056  0.29
H13 8.182281 -2.232920 5.232676  0.30
C8 -5.134388 -4.926927 -5.683018  -1.24
C9 -5.522303 -3.592847 -6.238112  -0.08
O6 -5.902684 -3.836979 -7.616743  -0.29
S2 -6.482060 -2.564583 -8.468184  1.11
C10 -8.292144 -2.727096 -7.909422  -0.92
O7 -5.945311 -1.385871 -7.844212  -0.59
O8 -6.407430 -2.826557 -9.893830  -0.58
H14 -5.004901 -5.074452 -4.610837  0.40
H15 -4.258377 -5.330653 -6.190678  0.28
H16 -6.024382 -5.527493 -5.870943  0.31
H17 -6.275646 -3.136093 -5.596276  0.32
H18 -4.646147 -2.945989 -6.282940  0.29
H19 -8.864065 -2.172452 -8.653309  0.36
H20 -8.394461 -2.227064 -6.946311  0.32
H21 -8.586849 -3.776464 -7.919132  0.31
C11 5.908270 5.426036 10.315017  -1.30
C12 6.022983 5.561014 8.790003  -0.14
O9 4.692230 5.624460 8.271223  -0.30
S3 4.504897 5.423287 6.614811  1.12
C13 5.358409 6.974446 6.117358  -0.92
O10 5.298709 4.279267 6.204403  -0.59
O11 3.111978 5.520591 6.298190  -0.57
H22 6.894199 5.345419 10.772789  0.38
H23 5.285578 4.582493 10.612992  0.33
H24 5.466749 6.353943 10.678525  0.32
H25 6.663914 6.419347 8.588590  0.28
H26 6.511789 4.695073 8.343545  0.37
H27 4.840909 7.791894 6.619433  0.32
H28 5.264018 6.975301 5.031449  0.38
H29 6.410255 6.906587 6.395033  0.32
C14 -9.549142 -0.374924 4.474660  -1.26
C15 -9.725743 -0.818996 5.984531  -0.19
O12 -10.809304 -1.788176 5.983715  -0.28
S4 -10.737156 -3.117587 6.963727  1.11
C16 -11.494587 -2.352727 8.481816  -0.87
O13 -11.692844 -4.106420 6.451503  -0.58
O14 -9.333472 -3.504818 7.117389  -0.59
H30 -8.768496 0.363007 4.289883  0.39
H31 -10.409900 0.063456 3.969670  0.32
H32 -9.168352 -1.218385 3.898750  0.33
H33 -8.730618 -1.082437 6.342903  0.35
H34 -10.051758 0.075458 6.515347  0.29
H35 -10.832057 -1.513511 8.693586  0.30
H36 -11.632194 -3.171185 9.188425  0.35
H37 -12.452561 -1.885778 8.253008  0.32
C17 -0.015827 1.902927 -7.115239  -1.07
C18 0.416315 3.162102 -6.467536  -0.15
O15 0.300117 4.304385 -7.293407  -0.32
S5 0.799954 5.749852 -6.582014  1.17
C19 -0.609596 6.131182 -5.471858  -0.90
O16 2.055055 5.483704 -5.849970  -0.62
O17 0.862887 6.749956 -7.643153  -0.59
H38 0.497085 1.130794 -6.541807  0.33
H39 0.308260 2.010262 -8.150389  0.29
H40 -1.100007 1.797495 -7.075925  0.27
H41 -0.210031 3.353708 -5.596286  0.28
H42 1.372489 2.942540 -5.992526  0.30
H43 -1.540031 5.880124 -5.981114  0.32
H44 -0.614588 7.196315 -5.240406  0.38
H45 -0.487841 5.603732 -4.525777  0.33
C20 -5.439073 -10.893508 -1.253674  -1.30
C21 -6.624799 -10.324654 -0.441122  -0.10
O18 -5.992736 -9.143415 0.085867  -0.30
S6 -6.873490 -7.713358 0.239977  1.14
C22 -8.201808 -8.299066 1.400245  -0.93
O19 -6.087494 -6.635636 0.846903  -0.59
O20 -7.435565 -7.448312 -1.082423  -0.60
H46 -5.130349 -10.248100 -2.076009  0.32
H47 -5.532171 -11.908503 -1.639956  0.39
H48 -4.568728 -10.928714 -0.598419  0.32
H49 -7.425320 -10.312259 -1.180792  0.33
H50 -6.896340 -11.015049 0.357445  0.30
H51 -8.576002 -7.552760 2.101036  0.37
H52 -7.835607 -9.101388 2.040772  0.32
H53 -8.946602 -8.759958 0.751437  0.33
C23 1.937372 2.612220 0.054233  -1.10
C24 1.421418 1.509582 0.970321  -0.17
O21 1.000693 0.321424 0.234267  -0.33
S7 -0.600647 0.381485 -0.409950  1.14
C25 -1.464823 0.048425 1.225609  -1.00
O22 -0.971074 1.710592 -0.762491  -0.55
O23 -0.755453 -0.783912 -1.262914  -0.58
H54 2.234801 3.561898 0.498909  0.35
H55 1.168910 2.820810 -0.690111  0.29
H56 2.750220 2.292596 -0.597847  0.30
H57 2.289913 1.230694 1.567003  0.37
H58 0.654844 2.008510 1.563220  0.22
H59 -0.971107 -0.587463 1.960450  0.33
H60 -2.241337 -0.655602 0.926499  0.39
H61 -1.832361 0.981314 1.653064  0.33

Forces on the atoms, in the same order (eV/Å):
C -0.241 -1.446 0.566
C 0.285 0.234 -2.329
O -1.044 -0.301 0.674
C 3.500 0.236 -2.795
O -2.886 0.626 0.601
C 0.119 1.221 -2.137
F -0.942 -0.455 0.364
F -0.873 -0.137 1.955
F 1.627 -0.844 0.918
H -0.044 0.339 -0.058
H 0.334 -0.125 0.181
H 0.117 0.347 0.324
H 0.212 0.407 1.517
H -0.167 -0.104 0.220
C -0.376 0.037 -0.967
C 0.642 0.415 -0.079
O -0.483 -1.769 3.185
S 0.745 -0.340 1.380
C -0.826 -0.370 -0.652
O 0.712 -0.386 0.670
O -0.019 2.940 -2.652
H -0.146 0.137 -0.186
H 0.185 -0.153 -0.384
H -0.124 0.173 0.021
H -0.048 0.249 -0.607
H -0.242 -0.318 0.300
H -0.100 -0.445 0.097
H 0.234 -0.080 0.097
H -0.161 -0.081 -0.223
C -0.699 -1.163 -0.196
C 1.524 0.570 0.435
O -0.514 0.632 -0.956
S -1.947 -0.993 1.068
C 1.365 0.591 -1.041
O -0.022 -0.158 -0.774
O 0.286 0.106 2.055
H 0.204 0.917 0.073
H -0.200 -0.110 -0.070
H 0.229 -0.647 -0.286
H -0.394 0.150 -0.548
H -0.224 0.279 0.166
H 0.011 -0.043 0.018
H 0.165 -0.286 -0.023
H 0.218 0.153 0.094
C -0.128 0.408 -0.541
C 0.514 -1.183 0.849
O -0.842 0.092 -1.806
S 1.849 0.653 1.122
C -0.615 -1.299 -0.102
O -0.890 1.100 0.371
O 0.688 -0.123 0.540
H 0.031 -0.124 -0.121
H 0.075 0.045 -0.093
H -0.144 -0.101 0.206
H -0.443 0.394 -0.372
H 0.059 -0.101 0.084
H 0.060 -0.067 -0.239
H -0.023 0.341 0.073
H -0.191 -0.041 0.022
C 0.560 -0.510 0.310
C -0.195 1.768 -2.436
O 0.765 -1.259 0.930
S -0.682 -0.480 -0.674
C 0.692 -0.278 -1.395
O 1.648 1.969 0.688
O -2.133 0.881 0.205
H 0.197 0.232 0.793
H -0.383 -0.421 0.430
H -0.429 -0.265 -0.025
H -0.466 -0.915 0.269
H -0.194 -0.223 0.394
H 0.240 -0.450 0.741
H 0.410 0.416 0.249
H -0.026 -0.474 -0.484
C -0.375 0.399 -0.606
C -0.347 0.040 2.591
O 0.968 2.191 0.223
S 1.891 -0.195 -0.859
C 0.567 -0.115 -0.118
O -2.786 0.320 -0.851
O -0.688 -1.703 1.477
H -0.281 -0.413 -0.554
H 0.068 -0.791 -0.103
H 0.092 -0.254 -0.159
H -0.309 -0.076 0.259
H 0.663 0.965 -0.688
H 0.210 -0.140 -0.028
H 0.330 -0.005 -0.322
H -0.002 -0.235 -0.247
C 0.710 -0.432 0.505
C 1.823 -1.427 -1.436
O -1.518 2.502 0.723
S -0.131 0.400 -0.528
C 0.668 -0.445 -0.396
O -0.863 -2.618 -0.707
O 0.399 -0.581 1.813
H -0.457 0.159 0.005
H -0.550 0.002 0.029
H 0.039 -0.011 0.128
H -0.450 1.325 0.452
H -0.023 0.268 0.221
H 0.018 0.404 -0.689
H 0.538 0.041 -0.210
H -0.203 0.430 0.085
C -0.290 -0.194 -1.836
C 0.963 1.029 -0.689
O -1.837 0.922 -1.053
S 1.200 -2.347 3.564
C -0.236 -0.765 -1.210
O 0.220 0.128 -0.736
O 0.566 1.953 0.880
H -0.154 -0.273 0.505
H -0.254 0.349 0.200
H 0.370 -0.298 0.381
H -0.529 -0.602 0.366
H -0.353 -0.802 0.306
H 0.963 0.522 -0.276
H -0.634 0.582 -0.191
H 0.012 -0.199 -0.227

Summary:
lowest unoccupied orbital energy = 0.326 eV
DFT total energy = -157997.1919 eV
HOMO energy = -10.967 eV



[2]
The following is a quantum chemistry calculation of 7 unconnected molecules or ions with the total composition C25H62N8O7PSi at a distorted geometry, from the OMol25 dataset.

Each line ends with the Mulliken charge.
Atoms and positions in Å:
C1 5.225077 -4.179783 1.135404  -1.09
Si1 4.328629 -3.396377 -0.351854  0.76
C2 4.903703 -4.116630 -2.034891  -1.20
C3 4.841877 -1.563723 -0.382862  -1.16
N1 2.499592 -3.614161 -0.305172  -0.14
C4 1.943594 -2.361008 0.323723  -0.69
C5 0.469033 -2.499340 0.829475  -0.59
N2 -0.271176 -3.631251 0.289820  -0.30
C6 0.456359 -4.899311 0.289974  -1.11
C7 1.993812 -4.768528 0.525183  -0.19
P1 2.703871 -6.401423 -0.137987  0.59
O1 1.725558 -7.542022 0.034579  -0.67
H1 4.557565 -4.390348 1.984881  0.30
H2 5.660449 -5.139980 0.827611  0.42
H3 6.028501 -3.514306 1.471552  0.41
H4 5.567138 -4.979991 -1.873028  0.36
H5 5.484738 -3.368828 -2.586549  0.36
H6 4.040364 -4.445154 -2.632672  0.33
H7 4.285094 -1.014298 -1.154505  0.37
H8 4.755762 -1.085891 0.605186  0.20
H9 5.914493 -1.532808 -0.636488  0.39
H10 2.180148 -3.687199 -1.272474  0.57
H11 2.571439 -2.165184 1.226488  0.10
H12 2.021014 -1.503119 -0.349332  0.51
H13 -0.053711 -1.594037 0.492553  0.17
H14 0.451242 -2.444926 1.926633  0.37
H15 -0.692712 -3.426680 -0.599212  0.34
H16 0.079892 -5.632667 1.014008  0.41
H17 0.327423 -5.356380 -0.708344  0.50
H18 2.268342 -4.659640 1.580184  0.40
H19 2.952754 -6.225320 -1.528967  0.04
H20 3.920218 -6.707285 0.523769  0.08
C8 3.291289 -0.932981 3.245975  0.34
O2 3.189813 -0.205144 2.266111  -0.53
N3 2.950958 -0.604199 4.493388  0.24
C9 3.103974 -1.546685 5.586282  -1.03
C10 2.413943 0.725049 4.755367  -0.94
H21 3.687807 -1.962263 3.165694  0.10
H22 2.132654 -1.729302 6.037995  0.24
H23 3.777893 -1.127951 6.336930  0.36
H24 3.509800 -2.485056 5.228662  0.39
H25 1.504676 0.869036 4.167819  0.26
H26 3.143117 1.477834 4.455384  0.31
H27 2.186817 0.835450 5.812492  0.37
C11 -1.760388 0.721266 1.438473  0.28
O3 -2.051300 0.082607 2.429963  -0.66
N4 -2.621870 1.441894 0.693689  0.09
C12 -2.195994 2.179091 -0.478882  -0.76
C13 -4.022790 1.479464 1.080984  -1.00
H28 -0.723566 0.762293 1.059474  0.20
H29 -2.414939 3.239821 -0.342086  0.32
H30 -2.735046 1.812748 -1.354284  0.21
H31 -1.125214 2.056207 -0.641250  0.30
H32 -4.109115 1.886223 2.090080  0.31
H33 -4.426858 0.466709 1.080251  0.29
H34 -4.587479 2.095522 0.386581  0.40
C14 4.014916 3.302653 2.706392  0.36
O4 3.747481 3.399042 3.887409  -0.69
N5 3.852432 4.288697 1.798394  0.10
C15 4.190484 4.109040 0.401498  -0.90
C16 3.322012 5.566864 2.241683  -0.95
H35 4.421338 2.375322 2.272819  0.14
H36 4.953957 4.834908 0.113748  0.37
H37 3.299936 4.262175 -0.212582  0.35
H38 4.572936 3.104614 0.226792  0.25
H39 3.977372 5.990104 3.004087  0.30
H40 2.333556 5.420639 2.679872  0.30
H41 3.250105 6.253581 1.401598  0.39
C17 0.867672 -4.117333 5.704543  0.21
O5 2.080272 -4.215106 5.685132  -0.62
N6 0.008442 -5.055527 5.256455  0.15
C18 -1.430883 -4.870324 5.309366  -0.94
C19 0.544690 -6.287390 4.705819  -0.78
H42 0.360323 -3.223482 6.102487  0.23
H43 -1.877466 -5.658647 5.917956  0.35
H44 -1.842899 -4.918966 4.299319  0.33
H45 -1.677568 -3.904171 5.745199  0.31
H46 1.148128 -6.793875 5.460078  0.31
H47 1.184660 -6.058843 3.850138  0.08
H48 -0.265506 -6.939741 4.389827  0.39
C20 -5.235146 1.866089 -3.102536  0.08
O6 -5.499318 1.964044 -1.918129  -0.60
N7 -5.404137 2.842740 -4.014360  0.15
C21 -5.067163 2.657251 -5.418249  -0.79
C22 -5.941395 4.114621 -3.572341  -0.62
H49 -4.824909 0.939325 -3.534564  0.31
H50 -4.311762 3.381105 -5.712611  0.30
H51 -5.955839 2.801144 -6.028341  0.29
H52 -4.681105 1.651118 -5.582553  0.29
H53 -5.286199 4.545773 -2.812650  0.29
H54 -6.927316 3.962046 -3.130227  0.33
H55 -6.021650 4.793912 -4.413051  0.00
C23 -5.672944 5.988452 -6.991973  0.17
O7 -5.389478 4.846560 -7.299361  -0.63
N8 -6.202537 6.903013 -7.828931  0.09
C24 -6.516986 8.251356 -7.397126  -0.91
C25 -6.464146 6.519953 -9.205807  -0.93
H56 -5.512834 6.379097 -5.974347  0.25
H57 -7.583715 8.438982 -7.534257  0.34
H58 -5.946868 8.967302 -7.992410  0.34
H59 -6.266289 8.385929 -6.346350  0.31
H60 -7.161228 5.681020 -9.225795  0.29
H61 -5.533693 6.206382 -9.681238  0.29
H62 -6.888000 7.358516 -9.752599  0.38

Forces on the atoms, in the same order (eV/Å):
C -0.899 -0.400 -0.322
Si 3.076 0.962 -0.572
C -0.437 -0.259 0.755
C -0.389 -0.544 0.215
N -0.347 0.524 1.008
C -0.385 0.546 1.430
C -0.212 0.514 -0.522
N 0.946 -0.108 0.548
C 0.070 -0.210 -0.441
C -0.112 -0.995 -1.432
P -2.089 -2.612 0.606
O 1.133 1.675 -0.010
H 0.298 0.137 -0.086
H 0.006 0.242 0.143
H -0.240 -0.062 -0.138
H -0.289 0.146 -0.105
H -0.286 -0.070 0.106
H 0.411 0.078 -0.114
H 0.221 0.102 0.301
H -0.341 0.014 -0.397
H -0.334 -0.230 -0.119
H -0.286 -0.249 0.133
H -0.289 0.080 -0.965
H 0.311 -0.378 -0.026
H 0.097 -0.220 0.268
H -0.034 -0.369 -0.245
H 0.008 -0.001 -0.104
H 0.009 0.248 -0.085
H -0.053 -0.074 0.413
H 0.026 0.355 -0.288
H 0.336 0.582 0.429
H 0.007 0.645 -0.348
C -0.085 0.131 0.691
O -0.035 0.102 -0.404
N 0.149 -0.345 -0.315
C 0.146 0.495 0.093
C 0.080 0.028 -0.309
H 0.028 -0.074 0.083
H 0.058 -0.084 0.111
H -0.049 -0.036 0.034
H -0.053 -0.014 -0.010
H 0.001 0.066 0.074
H -0.174 0.039 0.145
H 0.037 -0.116 -0.005
C -0.115 0.261 -0.258
O -0.028 -0.205 0.150
N 0.375 -0.141 0.039
C -0.216 -0.058 0.075
C -0.008 -0.031 0.224
H 0.062 0.074 -0.078
H 0.043 0.014 -0.140
H 0.021 0.129 -0.045
H -0.008 -0.022 0.089
H -0.062 -0.059 -0.012
H -0.096 0.070 0.020
H 0.073 -0.076 -0.087
C 0.094 0.076 -0.350
O -0.030 0.232 0.142
N 0.080 -0.267 0.021
C -0.103 0.231 0.156
C 0.011 -0.139 0.206
H -0.025 -0.038 -0.061
H -0.010 -0.061 -0.140
H 0.088 -0.023 -0.117
H -0.017 0.004 0.079
H -0.090 0.072 -0.003
H 0.023 0.110 0.021
H 0.034 -0.068 -0.036
C -0.336 -0.172 -0.008
O 0.061 -0.398 -0.187
N 0.041 0.318 0.076
C 0.106 -0.220 -0.089
C 0.145 0.144 0.133
H -0.070 0.010 0.014
H -0.108 0.066 -0.027
H -0.119 0.032 0.066
H 0.072 -0.006 -0.011
H 0.033 -0.066 -0.112
H 0.025 -0.128 0.002
H -0.031 0.062 0.017
C -0.055 0.189 -0.361
O 0.042 0.075 0.257
N 0.190 -0.468 0.050
C -0.054 -0.056 0.316
C -0.009 -0.157 0.262
H 0.011 -0.027 -0.065
H -0.059 -0.013 -0.166
H 0.113 0.032 -0.137
H -0.038 -0.006 0.121
H -0.097 0.073 0.003
H 0.023 0.116 0.029
H 0.021 -0.042 -0.121
C -0.115 0.299 -0.235
O -0.019 0.067 -0.171
N 0.093 -0.023 0.327
C -0.040 -0.114 -0.255
C 0.095 -0.213 0.090
H 0.005 0.092 0.048
H 0.030 0.127 0.055
H -0.064 0.095 0.080
H 0.015 -0.066 -0.020
H 0.027 0.016 -0.107
H -0.078 -0.019 -0.076
H 0.010 0.034 0.079

Summary:
total charge = +1
lowest unoccupied orbital energy = -2.580 eV
DFT total energy = -70345.1927 eV
HOMO energy = -10.624 eV